The following is a DFT calculation (wB97M-V/def2-TZVPD) of a 2-piece molecular cluster, C3H9O2P overall.

Last columns: bonded neighbours and bond lengths (Å).
Element x y z (Å)
1 C 0.6428 -0.1671 -0.4258  C2 1.293, H4 1.101, H5 1.101
2 C 1.7362 0.0125 0.2414  C1 1.293, C3 1.566, H6 1.000
3 C 3.1192 -0.3324 -0.4082  C2 1.566, H7 1.121, H8 1.118, H9 1.122
4 H 0.7746 -0.5282 -1.4578  C1 1.101
5 H -0.3598 -0.0528 0.0151  C1 1.101
6 H 1.7601 0.4344 1.1478  C2 1.000
7 H 3.0403 -0.6597 -1.4774  C3 1.121
8 H 3.7478 0.5904 -0.4695  C3 1.118
9 H 3.7300 -1.0854 0.1569  C3 1.122
10 O -2.6558 -0.0642 -0.8599  P11 1.669, H13 0.929
11 P -3.0484 -0.3657 0.7338  O10 1.669, O12 1.652, H14 1.495
12 O -2.5635 1.0654 1.4010  P11 1.652, H15 0.946
13 H -3.4215 0.1488 -1.3419  O10 0.929
14 H -4.4866 0.0107 0.5758  P11 1.495
15 H -2.0154 0.9932 2.1686  O12 0.946

Results
- Frontier orbital gap: 10.241 eV
- M: 108.08 g mol⁻¹
- Energy: -16639.9483 eV
- Net charge: 0
- Structure (SMILES): C=CC.OPO